1.
A 2-piece molecular cluster, C4H8N2O overall at a distorted geometry. Source: OMol25; level of theory: ωB97M-V/def2-TZVPD.

```
15
Properties=species:S:1:pos:R:3:forces:R:3:lowdin_charge:R:1
H 2.509284 1.601707 0.923863 1.4 0.6 0.7 0.06
H 0.054153 -2.633136 0.120541 1.4 0.7 -1.6 0.14
H 0.816903 1.762891 0.677576 0.3 -0.8 0.3 0.09
H -7.227706 3.101151 0.779692 -0.2 1.6 1.9 0.00
H -7.232262 1.645725 0.494863 -0.2 -2.3 1.1 0.00
H 3.664037 -0.732886 0.651378 2.6 0.7 1.1 0.07
C 1.774597 1.469199 0.194510 -2.8 1.0 -1.1 -0.05
O -7.157436 2.475532 0.110334 0.4 0.7 -3.0 0.00
C 1.799253 0.072074 -0.248542 0.9 -1.2 1.0 -0.31
H 1.713920 2.196358 -0.588954 1.0 0.7 -0.7 0.06
H -0.102440 -0.155541 -1.004729 -0.1 -0.8 0.2 0.15
C 0.904763 -1.973250 -0.270833 0.7 0.0 2.2 -0.20
N 0.694528 -0.670381 -0.646785 0.7 1.3 0.7 0.07
N 2.133564 -2.056355 0.274469 -1.0 -1.0 -0.5 0.02
C 2.732546 -0.818585 0.269750 -5.1 -1.3 -2.2 -0.10
```
Forces are in eV/Å.

Results
Frontier orbital gap ... 9.190 eV
HOMO level ... -0.306 Eh
Charge ... 0
Largest force on an atom ... 5.69 eV/Å
Total energy ... -341.9156 a.u.
Energy relative to the best compared isomer or geometry (same formula, charge and spin) ... 55.3 kcal/mol
SMILES string ... Cc1cnc[nH]1.O

---

2.
A 2-piece molecular cluster, C4H8N2O overall at a distorted geometry. Source: OMol25; level of theory: ωB97M-V/def2-TZVPD.

```
15
Properties=species:S:1:pos:R:3:forces:R:3:lowdin_charge:R:1
H -2.515449 -1.948210 -0.427542 0.3 0.1 -0.2 0.08
H -2.304710 0.603450 -1.078042 0.8 -0.1 0.4 0.11
O 0.330730 -0.754790 0.091847 -0.3 -0.2 -0.2 0.01
C 2.316799 0.909239 1.229937 0.6 -0.2 0.3 -0.08
C 1.264749 1.822589 0.799957 -1.7 1.5 -0.7 -0.25
N -1.386970 0.534450 -0.631342 -0.3 -0.2 -0.1 0.15
C -0.766480 -0.668440 -0.441822 -0.4 0.6 -0.1 -0.58
H -0.962370 -2.783009 -0.744342 -0.3 0.5 -0.1 0.08
N 0.420400 2.555628 0.454877 2.1 -1.5 0.9 0.12
H -0.908350 1.380509 -0.312562 -0.4 -0.4 -0.2 0.03
C -1.543290 -1.866500 -0.942172 0.0 -0.6 0.0 -0.02
H 1.922399 0.190690 1.967997 0.1 0.3 -0.4 0.09
H 2.711849 0.346540 0.367438 -0.3 0.3 0.4 0.09
H 3.145629 1.470389 1.693377 -0.4 -0.1 -0.2 0.09
H -1.724940 -1.792530 -2.027602 0.0 0.0 0.4 0.08
```
Forces are in eV/Å.

Results
Frontier orbital gap ... 10.706 eV
HOMO level ... -0.360 Eh
Charge ... 0
Largest force on an atom ... 2.68 eV/Å
Total energy ... -341.9824 a.u.
Energy relative to the best compared isomer or geometry (same formula, charge and spin) ... 13.3 kcal/mol
SMILES string ... CC(N)=O.CC#N